1:
Entry from OMol25: a 2-piece molecular cluster, C6H11N3 overall (ωB97M-V/def2-TZVPD).

Structure (ORCA input):
```
! RIJCOSX wB97M-V def2-TZVPD def2/J DEFGRID3
* xyz 2 1
C 2.496 -0.910 0.787
C 1.175 -0.766 1.272
C -0.548 0.825 0.565
C -2.749 -0.340 -0.938
C 3.673 -0.060 -1.248
C -1.126 2.142 0.756
N 3.062 -0.280 -0.180
N 0.340 0.147 0.864
N -2.960 -1.603 -0.643
H 3.099 -1.522 1.332
H 0.859 -1.296 2.234
H -3.494 0.356 -0.888
H -1.797 -0.014 -1.495
H 4.312 0.741 -1.506
H 3.589 -0.799 -1.990
H -0.349 2.724 1.106
H -1.959 2.118 1.475
H -1.583 2.531 -0.150
H -3.745 -1.798 -0.101
H -2.296 -2.195 -1.252
*
```



2:
Entry from OMol25: C6H11N3 as an isolated structure (ωB97M-V/def2-TZVPD).

Structure (ORCA input):
```
! RIJCOSX wB97M-V def2-TZVPD def2/J DEFGRID3
* xyz 2 1
C -2.405 -0.497 -0.718
C -4.508 -1.448 -0.080
C -0.180 0.680 -1.248
C 1.115 0.193 -0.765
C 2.285 1.093 -0.735
C 1.120 -1.143 -0.194
N -3.414 -0.992 -0.216
N -5.563 -1.770 0.252
N -1.292 -0.204 -0.933
H 3.823 2.523 4.687
H 4.534 2.131 4.536
H -0.398 1.715 -0.849
H -0.239 0.792 -2.276
H 3.124 0.757 -1.339
H 2.740 0.911 0.166
H 2.176 2.198 -0.867
H 2.194 -1.577 -0.168
H 0.537 -1.881 -0.626
H 0.674 -1.066 0.806
H -6.323 -2.415 0.567
*
```



Which one sits at the top of the stability order? 1 does.



1:
Entry from OMol25: C10H10N2O2S in the gas phase (ωB97M-V/def2-TZVPD).

Structure (ORCA input):
```
! RIJCOSX wB97M-V def2-TZVPD def2/J DEFGRID3
* xyz 0 1
C -3.471 0.957 0.005
C 2.508 -0.597 -1.662
C -2.754 -0.111 0.585
C 1.326 -0.061 -1.076
C -2.532 1.779 -0.538
C 3.176 -1.420 -0.790
C -1.430 0.046 0.321
C 1.018 -0.736 0.100
C -0.394 -1.494 2.026
C -0.199 -0.753 0.693
N -1.286 1.235 -0.407
N 2.130 2.244 -0.193
O 2.838 1.731 0.660
O 1.454 1.549 -1.048
S 2.421 -1.575 0.686
H -4.539 1.185 -0.191
H 2.797 -0.139 -2.626
H -3.315 -0.930 1.075
H 0.352 0.016 -1.766
H -2.711 2.656 -1.007
H 4.051 -2.107 -1.074
H -1.370 -1.279 2.527
H 0.451 -1.112 2.611
H -0.174 -2.676 1.848
H -0.347 1.593 -0.757
*
```



2:
Entry from OMol25: a 2-piece molecular cluster, C10H10N2O2S overall (ωB97M-V/def2-TZVPD).

Structure (ORCA input):
```
! RIJCOSX wB97M-V def2-TZVPD def2/J DEFGRID3
* xyz 0 1
C -0.782 -1.952 2.641
C 0.000 -2.046 1.399
C -0.209 2.584 -2.393
C -1.576 -0.921 2.481
C -0.916 3.091 -1.348
C -0.434 -1.011 0.624
C -0.366 0.754 -1.035
C 2.003 0.722 1.270
C 0.611 -1.418 -1.639
C 0.001 -0.507 -0.613
N 0.061 1.225 -2.237
N 1.737 0.187 2.320
O 2.599 1.215 0.403
O -1.397 -0.265 1.302
S -1.349 1.918 -0.206
H -0.914 -2.769 3.395
H 0.680 -2.781 0.987
H 0.019 2.993 -3.357
H -2.299 -0.503 3.306
H -1.277 4.200 -1.254
H -0.083 -1.435 -2.497
H 1.536 -1.180 -2.182
H 0.759 -2.412 -1.319
H 0.473 0.683 -2.944
H 1.123 -0.372 2.894
*
```



Which one sits at the top of the stability order? 2 does.